{
  "formula": "C6H18AgIO6",
  "method": "wB97M-V/def2-TZVPD",
  "orbital_gap_ha": 0.2695,
  "symbols": ["I", "Ag", "O", "O", "O", "O", "O", "O", "C", "C", "C", "C", "C", "C", "H", "H", "H", "H", "H", "H", "H", "H", "H", "H", "H", "H", "H", "H", "H", "H", "H", "H"],
  "positions_angstrom": [[2.88411, -0.41962, -2.19507], [0.69152, -0.29573, -0.24086], [-0.35134, 2.05087, -0.55982], [1.52720, -1.33899, 1.90720], [-1.03213, -0.49584, 1.43155], [1.90769, 2.23191, 1.35320], [-1.31076, -0.79018, -1.83262], [-2.75598, -3.35831, -2.16692], [0.60944, 3.12133, -0.54636], [0.97139, -0.45974, 2.93732], [-1.35423, -3.16556, -2.35055], [-1.08105, -1.74016, -2.84340], [1.14622, 3.32158, 0.84222], [-0.34864, 0.20629, 2.48467], [-0.19524, 1.25682, 2.27293], [-1.65557, -1.48944, -3.73903], [1.81629, 4.18685, 0.88593], [-0.90187, -3.95905, -2.95059], [0.87093, -1.10755, 3.80597], [-0.89986, -3.24617, -1.35858], [-0.54388, 1.82962, -1.47850], [-2.22685, -0.81369, -1.53102], [0.28921, 3.46913, 1.51670], [1.37541, 2.85461, -1.28521], [-3.17927, -3.61051, -2.99072], [-0.00560, -1.76630, -3.05098], [-1.05459, 0.10547, 3.31848], [2.45150, 2.51180, 2.08804], [1.79152, -2.10562, 2.41855], [0.14344, 4.01057, -0.98051], [-1.25044, -1.36365, 1.78609], [1.67141, 0.36927, 3.05188]]
}